1.
Below is a cluster of 2 separate species, C4H11NO2S in total, with properties calculated with the ωB97M-V functional and the def2-TZVPD basis.

E_HOMO = -8.973 eV
total charge = 0
SMILES = N[C@@H](C=O)CCS.O
molar mass = 137.2 g/mol
energy relative to the best compared isomer or geometry (same formula, charge and spin) = 52.2 kcal/mol
total energy = -20745.040 eV

Last column: Mulliken charge in e.
Cartesian coordinates (Å):
1 N 0.917 1.542 0.022  -0.601
2 C 0.221 0.292 0.411  0.428
3 C 0.449 -0.154 1.814  -0.306
4 O 1.279 0.312 2.607  -0.529
5 C -1.236 0.510 -0.015  -0.780
6 C -1.247 1.006 -1.620  -0.822
7 S -1.341 -0.457 -2.767  -0.214
8 H 0.612 2.429 0.465  0.200
9 H 1.962 1.497 0.033  0.218
10 H 0.764 -0.347 -0.348  0.230
11 H -0.200 -0.976 2.200  0.390
12 H -1.970 -0.289 0.020  0.460
13 H -1.630 1.404 0.404  0.347
14 H -0.575 1.816 -1.810  0.470
15 H -2.196 1.540 -1.696  0.367
16 H -0.054 -0.441 -3.217  0.124
17 O 1.268 -2.912 0.981  -0.555
18 H 1.127 -3.749 0.736  0.262
19 H 1.852 -3.023 1.780  0.310



2.
Below is an isolated molecule of C3H7NO, with properties calculated with the ωB97M-V functional and the def2-TZVPD basis.

E_HOMO = -8.287 eV
total charge = 0
molar mass = 73.1 g/mol
energy relative to the best compared isomer or geometry (same formula, charge and spin) = 101.4 kcal/mol
total energy = -6758.354 eV

Last column: Mulliken charge in e.
Cartesian coordinates (Å):
1 C -1.760 -0.001 -0.734  -0.676
2 O -0.739 -0.858 -0.237  -0.334
3 C 0.523 -0.416 -0.429  0.224
4 N 0.912 0.800 -0.509  -0.638
5 C 1.410 0.328 1.007  -0.792
6 H -1.668 1.033 -0.395  0.345
7 H -1.691 -0.024 -1.824  0.278
8 H -2.694 -0.449 -0.401  0.214
9 H 1.174 -1.285 -0.591  0.453
10 H 1.059 -0.576 1.555  0.307
11 H 2.495 0.294 0.997  0.301
12 H 0.979 1.154 1.560  0.316



3.
Below is a structure of composition C30H28N6O7SV, with properties calculated with the ωB97M-V functional and the def2-TZVPD basis.

E_HOMO = -11.382 eV
total charge = +1
molar mass = 667.6 g/mol
energy relative to the best compared isomer or geometry (same formula, charge and spin) = 0.0 kcal/mol
total energy = -91355.239 eV

Last column: Mulliken charge in e.
Cartesian coordinates (Å):
1 V 0.269 0.786 0.300  -0.997
2 N 1.279 -1.074 -0.239  -0.080
3 C 2.343 -0.820 -1.228  0.479
4 C 2.758 0.638 -1.190  0.079
5 O 3.749 1.059 -1.719  -0.604
6 N 1.905 1.422 -0.412  0.361
7 C 2.529 2.426 0.428  -0.496
8 C 2.020 2.182 1.846  0.589
9 O 2.253 2.838 2.808  -0.549
10 O 1.187 1.100 1.876  -0.594
11 H 0.567 -1.668 -0.676  -0.011
12 H 1.644 -1.543 0.584  0.372
13 H 3.238 -1.409 -1.027  0.510
14 H 2.007 -1.099 -2.226  -0.507
15 H 3.617 2.363 0.383  0.547
16 H 2.234 3.438 0.138  0.255
17 N -4.146 3.489 8.881  -0.474
18 C -3.727 3.157 7.865  -0.164
19 C -3.203 2.743 6.593  0.609
20 C -4.021 2.053 5.701  -0.864
21 C -3.512 1.645 4.480  -0.056
22 C -2.193 1.936 4.148  -0.279
23 C -1.381 2.642 5.032  -0.176
24 C -1.882 3.036 6.260  -0.867
25 C -1.620 1.519 2.840  1.771
26 C -1.449 0.168 2.597  -0.286
27 C -1.948 -0.907 3.380  -0.723
28 C -1.781 -2.064 2.655  -1.460
29 C -1.147 -1.694 1.459  -0.132
30 N -0.931 -0.380 1.407  1.187
31 C -1.357 2.562 1.923  -0.601
32 C -1.896 3.847 1.946  -0.431
33 C -1.639 4.436 0.699  -1.476
34 C -0.957 3.498 -0.049  -0.646
35 N -0.759 2.367 0.678  1.148
36 H -5.047 1.843 5.968  0.474
37 H -4.143 1.115 3.779  0.596
38 H -0.357 2.868 4.759  0.589
39 H -1.257 3.572 6.961  0.478
40 H -2.410 -0.801 4.347  0.672
41 H -2.081 -3.062 2.925  0.500
42 H -0.872 -2.338 0.637  0.470
43 H -2.451 4.274 2.766  0.622
44 H -1.918 5.424 0.375  0.473
45 H -0.559 3.582 -1.049  0.630
46 C 4.962 -4.495 -4.057  -1.502
47 C 3.550 -4.026 -3.869  0.894
48 C 2.816 -4.413 -2.745  -0.924
49 C 1.505 -4.009 -2.573  -0.420
50 C 0.906 -3.207 -3.539  0.015
51 C 1.607 -2.821 -4.669  -0.086
52 C 2.926 -3.226 -4.822  -0.858
53 S -0.759 -2.715 -3.235  1.150
54 O -0.751 -2.193 -1.879  -0.572
55 O -1.671 -3.761 -3.560  -0.772
56 N -1.032 -1.498 -4.279  -0.226
57 C -0.483 -0.164 -4.100  -0.133
58 C -1.417 0.863 -3.461  -1.030
59 C -1.701 0.645 -1.997  0.526
60 O -2.759 0.583 -1.460  -0.516
61 O -0.544 0.572 -1.253  0.267
62 H 5.493 -4.547 -3.107  0.381
63 H 5.513 -3.835 -4.725  0.383
64 H 4.973 -5.495 -4.495  0.321
65 H 3.280 -5.047 -1.999  0.423
66 H 0.948 -4.324 -1.699  0.503
67 H 1.135 -2.216 -5.431  0.480
68 H 3.476 -2.917 -5.702  0.409
69 H -1.870 -1.639 -4.826  0.267
70 H -0.178 0.210 -5.079  0.492
71 H 0.430 -0.251 -3.513  -0.149
72 H -2.371 0.914 -3.985  0.390
73 H -0.943 1.844 -3.548  0.353



4.
Below is a cluster of 2 separate species, C2H8NO in total, with properties calculated with the ωB97M-V functional and the def2-TZVPD basis.

E_HOMO = -2.244 eV
total charge = -1
molar mass = 62.1 g/mol
energy relative to the best compared isomer or geometry (same formula, charge and spin) = 29.4 kcal/mol
total energy = -5739.900 eV

Last column: Mulliken charge in e.
Cartesian coordinates (Å):
1 O 1.427 -0.829 2.362  -1.150
2 H 0.907 -0.851 1.573  0.118
3 C -1.128 1.107 -0.065  -0.903
4 N -0.571 -0.173 -0.534  -0.350
5 C 0.154 -0.185 -1.777  -0.812
6 H -0.518 1.986 0.117  0.303
7 H -1.645 0.807 0.841  0.328
8 H -1.868 1.421 -0.822  0.335
9 H -0.013 -0.537 0.228  0.295
10 H 0.518 0.829 -2.054  0.251
11 H 1.069 -0.780 -1.767  0.329
12 H -0.457 -0.435 -2.650  0.255



5.
Below is a structure of composition C4H7NO2, with properties calculated with the ωB97M-V functional and the def2-TZVPD basis.

E_HOMO = -9.900 eV
total charge = 0
molar mass = 101.1 g/mol
energy relative to the best compared isomer or geometry (same formula, charge and spin) = 125.9 kcal/mol
total energy = -9841.819 eV

Last column: Mulliken charge in e.
Cartesian coordinates (Å):
1 C 0.502 -0.823 -1.714  -1.099
2 C 0.207 0.450 -1.273  0.585
3 C -0.328 -0.370 1.102  0.645
4 C 0.077 0.006 2.495  -1.008
5 H -0.281 -1.751 -1.392  0.282
6 H 0.746 -0.822 -2.796  0.328
7 H 1.268 -1.345 -1.281  0.388
8 H 1.324 1.264 0.564  0.342
9 H 1.365 -0.485 2.357  0.220
10 H -0.019 0.970 2.858  0.346
11 H -0.413 -0.960 3.253  0.258
12 N 0.179 0.646 0.289  -0.318
13 O -0.023 1.554 -1.873  -0.543
14 O -0.975 -1.175 0.718  -0.425



6.
Below is a structure of composition C8H8BiBrN2S2SbSe4, with properties calculated with the ωB97M-V functional and the def2-TZVPD basis.

E_HOMO = -4.778 eV
total charge = -1
molar mass = 922.8 g/mol
energy relative to the best compared isomer or geometry (same formula, charge and spin) = 5.1 kcal/mol
total energy = -376886.835 eV

Last column: Mulliken charge in e.
Cartesian coordinates (Å):
1 Bi -1.593 -1.300 -1.450  0.939
2 C 1.901 -0.626 -3.175  -0.950
3 C 1.975 -0.467 -1.696  0.652
4 N 1.019 -0.794 -0.874  -0.233
5 C 1.324 -0.457 0.423  -0.227
6 C 2.552 0.098 0.585  -0.255
7 S 3.335 0.227 -0.919  -0.125
8 C 0.303 -0.608 1.457  0.036
9 C 0.419 -0.208 2.749  -0.284
10 S -1.037 -0.508 3.585  -0.222
11 C -1.739 -1.151 2.162  0.634
12 N -0.930 -1.146 1.138  -0.249
13 C -3.153 -1.618 2.137  -1.102
14 H 0.988 -1.158 -3.438  0.184
15 H 2.756 -1.180 -3.562  0.328
16 H 1.874 0.361 -3.641  0.182
17 H 2.983 0.514 1.479  0.339
18 H 1.256 0.280 3.218  0.426
19 H -3.588 -1.584 3.135  0.374
20 H -3.214 -2.635 1.752  0.292
21 H -3.741 -0.989 1.469  0.278
22 Se 1.959 3.228 -2.688  -0.551
23 Sb 0.547 4.027 -0.945  0.678
24 Se -2.017 1.071 -1.616  -0.498
25 Se -0.911 5.833 -1.390  -0.537
26 Se 0.825 3.227 1.278  -0.502
27 Br -4.094 -2.438 -1.174  -0.608